Entry from the OMol25 dataset: C24H49B3BrClO9 as an isolated structure (ωB97M-V with the def2-TZVPD basis set).

Last column: Löwdin charge in e.
Element x y z (Å)
C  1.02392  -5.63305  0.66777  -0.1249
C  1.22838  -4.13829  0.21407  -0.6607
Cl  0.78096  -4.00282  -1.55065  0.6357
C  0.30939  -3.20241  1.06307  -0.1016
B  0.42513  -1.64085  0.71992  -0.5115
O  1.42581  -0.75741  1.18597  0.2154
B  0.86688  0.48893  1.59078  -0.2697
O  -0.45425  0.91222  1.30072  0.2023
B  -1.26412  -0.16919  0.82506  -0.5003
C  -2.76296  -0.44936  1.28943  -0.0490
C  -3.59629  -1.16671  0.16648  -0.2815
C  -4.73168  -2.07020  0.77191  -0.5703
Br  -5.87871  -2.85777  -0.63698  0.6433
O  -0.59934  -1.04736  -0.09535  0.2114
H  0.29022  -6.16030  0.02019  0.0676
H  0.60962  -5.67686  1.70149  0.0778
H  1.98774  -6.19105  0.64868  0.0772
H  2.28238  -3.81882  0.34011  0.1069
H  0.43494  -3.32886  2.16311  0.1274
H  -0.74675  -3.49398  0.83582  0.1220
H  1.55134  1.24820  2.19597  0.1149
H  -2.71308  -1.18005  2.14236  0.1328
H  -3.27404  0.45662  1.68645  0.1018
H  -2.96838  -1.86042  -0.44094  0.1040
H  -4.00539  -0.42907  -0.56136  0.1050
H  -4.24998  -2.93693  1.27563  0.0651
H  -5.30139  -1.50077  1.53107  0.0667
C  5.65383  3.55447  0.01323  -0.0292
C  4.59110  2.64013  0.56393  -0.4981
O  4.16782  2.77376  1.69169  0.0651
C  4.07645  1.55393  -0.34272  -0.0112
H  5.93013  4.28671  0.77072  0.0751
H  6.53953  2.97559  -0.25515  0.0855
H  5.27376  4.08347  -0.86206  0.0875
H  4.89190  0.88712  -0.62680  0.0713
H  3.62569  1.99658  -1.23381  0.0896
H  3.31898  0.97325  0.18228  0.0624
C  -7.38144  1.56729  0.99595  -0.0223
C  -6.02494  1.97602  1.50798  -0.5049
O  -5.51150  1.40981  2.44997  0.0496
C  -5.33332  3.11215  0.80330  -0.0231
H  -7.75996  0.73941  1.59507  0.0805
H  -8.07679  2.40474  1.07485  0.0847
H  -7.30456  1.24242  -0.04325  0.0858
H  -5.93731  4.01859  0.87188  0.0898
H  -5.16587  2.85262  -0.24304  0.0765
H  -4.36932  3.29738  1.27494  0.0846
C  6.17092  -3.22318  -2.46187  -0.0238
C  5.01889  -2.43989  -1.88854  -0.4975
O  5.18998  -1.60945  -1.02317  0.0623
C  3.64527  -2.72922  -2.43183  -0.0567
H  7.09627  -2.91161  -1.97833  0.0814
H  6.02240  -4.28940  -2.28208  0.0853
H  6.25326  -3.03339  -3.53346  0.0851
H  3.38598  -3.77178  -2.25018  0.0494
H  3.61648  -2.51732  -3.50245  0.0918
H  2.91716  -2.09453  -1.92970  0.0622
C  -1.79108  4.04150  -3.48411  -0.0222
C  -2.23467  3.54221  -2.13435  -0.4964
O  -3.10150  4.10183  -1.50195  0.0661
C  -1.56417  2.31188  -1.58749  -0.0050
H  -2.36236  4.93148  -3.74575  0.0821
H  -0.73119  4.30025  -3.45540  0.0862
H  -1.96793  3.27523  -4.24094  0.0858
H  -0.49349  2.48707  -1.47022  0.0970
H  -1.73545  1.46521  -2.25580  0.0990
H  -1.98925  2.08063  -0.61111  0.0727
C  -8.42198  -5.64098  3.25408  -0.0272
C  -7.80540  -5.01898  2.02816  -0.5066
O  -6.60334  -4.95859  1.89133  0.0366
C  -8.74543  -4.47624  0.98228  -0.0402
H  -7.63209  -5.98774  3.91959  0.0807
H  -9.02715  -4.90199  3.78230  0.0846
H  -9.03999  -6.49391  2.96804  0.0840
H  -9.36403  -3.68648  1.41288  0.0876
H  -9.37748  -5.27952  0.59847  0.0861
H  -8.16701  -4.05951  0.15855  -0.0012
C  10.22534  6.46445  -1.47981  -0.0268
C  9.10549  5.97838  -0.59746  -0.5085
O  7.94628  6.16199  -0.89303  0.0641
C  9.48593  5.25465  0.66772  -0.0230
H  9.80659  6.96547  -2.35181  0.0816
H  10.84921  7.17369  -0.93304  0.0849
H  10.82821  5.61905  -1.81611  0.0847
H  10.07746  5.91080  1.30857  0.0859
H  10.05645  4.35616  0.42549  0.0864
H  8.58295  4.96289  1.20285  0.0746

Force components x, y, z for each atom (eV/Å):
0.16 0.09 -0.04
-0.48 -0.60 1.32
0.07 0.06 0.67
-0.45 0.40 -0.58
0.15 0.40 -1.42
-2.22 0.16 0.55
0.14 0.48 -0.57
0.39 -2.47 0.32
0.41 0.70 -1.00
-0.11 -0.35 -0.38
-0.42 -0.58 -0.27
1.16 0.45 0.28
0.52 0.68 0.45
-0.03 -0.13 2.67
0.54 0.45 0.32
0.46 0.15 -0.66
-0.71 0.34 -0.06
-0.57 -0.26 -0.38
0.36 -0.21 -0.74
0.72 0.17 0.18
0.04 -0.13 -0.07
0.18 0.61 -0.42
0.29 -0.63 -0.25
-0.18 0.64 0.47
0.10 -0.41 0.60
-0.51 0.53 -0.35
-0.16 -0.43 -0.69
0.01 0.14 0.30
-0.15 0.02 0.28
0.06 0.00 -0.12
-0.18 -0.05 0.20
-0.03 -0.02 -0.06
-0.05 0.03 -0.21
0.16 -0.09 -0.11
-0.06 0.03 -0.17
0.17 -0.05 -0.11
0.10 -0.01 -0.02
-0.05 -0.26 0.22
0.14 -0.01 0.20
-0.04 -0.05 -0.12
0.20 -0.14 0.24
0.04 0.04 -0.02
0.02 0.02 -0.20
-0.09 0.16 -0.05
-0.04 -0.03 -0.21
-0.10 0.19 -0.05
-0.04 0.00 -0.05
0.24 0.13 0.19
-0.02 0.23 0.14
0.04 -0.08 -0.06
0.13 0.29 0.19
-0.07 0.00 -0.01
-0.04 -0.02 -0.20
-0.08 -0.19 -0.03
0.03 -0.02 -0.23
-0.02 -0.21 -0.03
0.05 -0.03 -0.02
-0.20 0.26 0.00
-0.18 0.05 0.21
-0.05 0.08 -0.11
-0.14 -0.09 0.17
0.02 -0.05 0.04
0.03 -0.17 -0.10
0.20 -0.03 0.00
0.03 -0.14 -0.12
0.22 0.01 -0.06
0.03 0.08 -0.04
0.26 -0.08 0.16
0.36 0.04 -0.07
-0.18 -0.06 0.13
0.21 0.05 -0.23
-0.03 0.03 -0.05
-0.16 -0.10 -0.07
-0.16 0.12 0.04
-0.15 -0.13 0.00
-0.16 0.08 0.13
-0.09 -0.06 0.15
-0.16 0.13 -0.22
-0.31 0.04 -0.06
0.10 -0.03 0.02
-0.28 -0.06 0.10
0.00 -0.03 0.06
0.14 -0.15 0.01
0.14 0.07 0.13
0.16 -0.12 -0.05
0.16 0.10 0.07
0.04 0.03 -0.04

Values from the calculation:
Frontier orbital gap   0.35447 Ha
HOMO level   -9.114 eV
Largest force on an atom   2.67 eV/Å
Spin multiplicity   1
Charge   0


Entry from the OMol25 dataset: a 19-piece molecular cluster, C24H49Cl36FOP overall (ωB97M-V with the def2-TZVPD basis set).

Last column: Löwdin charge in e.
Element x y z (Å)
C  6.05983  -1.19025  1.92241  -0.1064
C  6.10129  0.33065  2.09515  -0.2770
C  5.29953  1.06129  1.02287  -0.2728
C  3.80469  0.72365  0.94542  -0.3321
P  2.86176  0.71683  2.47594  1.0894
C  1.10652  0.60806  2.03599  -0.2467
C  0.61463  -0.81110  2.08292  -0.5475
O  -0.16680  -1.26083  2.85444  0.1663
F  1.18186  -1.56161  1.12364  0.0978
H  6.34230  -1.44853  0.89683  0.0747
H  6.76401  -1.68971  2.58572  0.0728
H  5.05268  -1.58023  2.08365  0.0099
H  5.82683  0.63646  3.11153  0.0401
H  7.14576  0.64212  1.98232  0.1013
H  5.71562  0.76850  0.05420  0.0165
H  5.43800  2.14167  1.10694  0.0905
H  3.31885  1.51585  0.36046  0.0887
H  3.59607  -0.21173  0.41668  0.1019
H  3.03632  1.87371  3.23100  0.0019
H  3.12150  -0.36870  3.31005  -0.0141
H  1.01144  0.93732  0.99435  0.0289
H  0.47487  1.24436  2.65358  0.1071
C  -2.45562  1.42929  0.17244  -1.0068
Cl  -2.29460  2.64372  1.44251  0.5085
Cl  -0.88518  1.02535  -0.55695  0.5627
H  -2.87188  0.52579  0.59730  -0.0558
H  -3.09711  1.82390  -0.60422  -0.0609
C  -5.05812  3.73299  -2.49413  -0.9687
Cl  -4.31681  4.54003  -1.10819  0.5358
Cl  -4.27767  2.17656  -2.84597  0.5800
H  -6.09824  3.52977  -2.26834  -0.0592
H  -4.95996  4.37151  -3.36338  0.0366
C  -2.11946  0.87896  -5.36043  -1.0310
Cl  -0.70578  1.51774  -6.20445  0.5241
Cl  -3.36835  0.32780  -6.48845  0.5419
H  -1.81054  0.03682  -4.75110  0.0257
H  -2.54106  1.66149  -4.74336  -0.0423
C  5.29422  0.17605  6.44870  -0.9701
Cl  4.69537  1.56518  5.50610  0.4994
Cl  6.71873  -0.55703  5.71884  0.5580
H  5.55317  0.53470  7.43717  0.0312
H  4.50625  -0.56590  6.50475  0.0216
C  -0.31980  -2.11086  6.18514  -1.0373
Cl  0.75507  -1.35975  7.37999  0.4898
Cl  -1.98581  -2.20251  6.75703  0.5208
H  -0.29988  -1.51685  5.27982  -0.0115
H  0.03647  -3.11562  5.99243  0.0253
C  3.07116  -4.28172  2.37293  -1.0178
Cl  3.16989  -2.97227  3.58357  0.5321
Cl  4.67072  -4.82647  1.88010  0.5385
H  2.53540  -5.11898  2.81546  -0.0756
H  2.54477  -3.90263  1.50517  0.0127
C  5.19107  0.50444  -3.35945  -0.9731
Cl  3.60598  0.96657  -2.71848  0.5196
Cl  6.27889  -0.08067  -2.09157  0.5697
H  5.04905  -0.28994  -4.08141  0.0298
H  5.64152  1.37376  -3.82199  0.0319
C  1.45612  -7.98222  1.32810  -0.9820
Cl  1.67757  -6.76303  0.06513  0.5192
Cl  1.77786  -7.32870  2.94379  0.5592
H  0.43052  -8.32847  1.29871  0.0334
H  2.14710  -8.79620  1.14981  -0.0551
C  6.01221  5.05382  5.03182  -1.0038
Cl  7.47711  5.49984  4.16324  0.5348
Cl  4.78822  4.43847  3.90692  0.4643
H  6.25447  4.26820  5.73799  0.0097
H  5.61080  5.92293  5.53796  0.0330
C  8.82370  5.04305  0.64914  -1.0355
Cl  8.93217  5.42474  -1.06988  0.5214
Cl  8.20486  3.40796  0.93010  0.5033
H  9.81391  5.11052  1.08289  0.0287
H  8.14728  5.74724  1.11841  0.0039
C  -4.61376  -1.57141  2.39891  -0.9777
Cl  -4.59956  0.18740  2.60141  0.5252
Cl  -4.11640  -2.01750  0.76139  0.5134
H  -3.92097  -2.00706  3.10888  0.0263
H  -5.62157  -1.93037  2.57195  0.0101
C  -9.48826  4.05745  -1.65425  -0.9982
Cl  -8.45217  2.67864  -2.05903  0.5306
Cl  -9.09867  5.47694  -2.62940  0.5140
H  -10.51703  3.77592  -1.84125  0.0270
H  -9.33733  4.30234  -0.61003  0.0273
C  4.77975  -10.05983  0.11906  -1.0017
Cl  4.24624  -10.35037  1.78151  0.5272
Cl  3.47142  -10.30240  -1.04432  0.5185
H  5.12078  -9.03426  0.04349  0.0254
H  5.58227  -10.75011  -0.10951  0.0259
C  -2.73245  0.74729  -10.30703  -1.0241
Cl  -3.43773  2.19464  -11.04132  0.5406
Cl  -1.39096  0.11146  -11.26304  0.5149
H  -2.36520  1.00675  -9.32139  -0.0149
H  -3.50108  -0.01316  -10.24063  0.0251
C  -5.18273  -1.22627  -3.74595  -1.0350
Cl  -6.69562  -0.70036  -3.00355  0.5117
Cl  -4.01783  -1.79887  -2.53680  0.4771
H  -5.39468  -2.03803  -4.43106  0.0307
H  -4.74181  -0.39085  -4.27331  -0.0615
C  -6.98831  3.09174  4.48460  -1.0386
Cl  -6.39133  4.41671  3.47532  0.5023
Cl  -8.75227  2.97238  4.45068  0.5058
H  -6.57170  2.16645  4.11034  -0.0483
H  -6.67751  3.27029  5.50681  0.0287
C  -9.20795  -0.77648  5.05991  -1.0106
Cl  -7.74074  -0.31125  4.18371  0.5101
Cl  -10.47124  -1.34900  3.97149  0.5221
H  -8.95559  -1.57156  5.75044  0.0263
H  -9.57180  0.09729  5.58786  0.0127
C  -3.60316  2.22127  -14.63313  -1.0514
Cl  -4.29335  3.66540  -15.38592  0.5007
Cl  -2.23062  1.58326  -15.54682  0.4981
H  -3.26208  2.48059  -13.63871  -0.0528
H  -4.37035  1.45780  -14.58905  0.0250

Force components x, y, z for each atom (eV/Å):
-0.11 0.35 -0.24
0.43 -0.20 -0.11
0.28 -0.18 0.10
0.10 0.50 -0.17
-0.06 -0.11 -0.25
0.02 -0.05 -0.40
-0.81 -0.17 0.85
0.56 0.16 -0.63
0.07 0.03 0.00
-0.01 -0.01 0.05
-0.19 -0.04 0.12
0.12 -0.18 0.12
-0.14 -0.06 -0.09
-0.12 0.11 0.06
-0.20 0.26 0.23
-0.12 -0.03 0.10
-0.10 -0.15 -0.01
0.00 -0.07 0.22
0.09 0.05 -0.05
0.22 0.07 0.06
0.06 0.12 0.25
0.06 -0.09 0.10
-0.13 0.06 0.10
0.08 -0.03 0.04
-0.09 -0.07 -0.31
0.05 -0.04 0.04
0.07 0.06 -0.04
-0.12 0.14 0.03
0.00 -0.07 -0.03
-0.02 -0.03 -0.05
0.09 0.04 0.01
0.06 -0.03 -0.01
0.11 -0.01 0.07
0.00 -0.01 0.02
-0.03 0.00 -0.03
0.01 -0.04 -0.06
0.01 0.06 -0.08
-0.03 -0.11 0.10
0.05 -0.09 0.16
-0.03 0.01 -0.03
0.01 0.06 -0.02
-0.02 0.01 -0.04
0.01 -0.03 -0.07
0.04 0.02 -0.07
-0.01 0.00 -0.02
-0.02 0.02 0.04
0.00 -0.02 0.06
-0.04 -0.13 -0.09
-0.13 -0.02 0.13
-0.02 0.02 0.00
0.18 0.35 -0.05
0.01 0.05 0.02
0.07 -0.01 -0.06
-0.03 0.01 0.02
0.08 -0.14 -0.32
-0.03 -0.03 0.04
-0.01 0.04 0.05
-0.04 -0.03 -0.05
0.01 0.00 0.00
-0.12 -0.35 0.09
-0.02 0.06 0.02
0.03 0.03 0.01
0.12 -0.09 0.01
0.11 0.09 0.08
-0.23 0.05 -0.10
-0.03 -0.05 -0.04
-0.02 0.04 -0.09
0.02 0.12 0.00
0.00 0.00 0.01
-0.04 -0.08 0.04
0.02 -0.05 -0.03
-0.04 -0.03 -0.01
-0.02 -0.09 0.02
-0.04 0.05 0.16
-0.03 -0.05 0.13
0.05 0.05 -0.01
-0.03 0.04 -0.06
-0.02 0.06 0.05
-0.10 -0.14 0.03
0.00 0.01 0.01
0.01 -0.01 -0.06
0.05 0.00 0.00
0.06 0.03 -0.03
0.05 0.00 0.03
0.00 0.02 -0.01
-0.04 0.02 0.01
-0.04 -0.05 0.00
0.05 -0.06 0.05
-0.06 0.03 0.16
0.00 -0.02 0.01
0.03 0.05 -0.02
-0.02 0.01 -0.06
-0.09 0.01 0.02
0.00 -0.01 -0.02
0.11 0.05 -0.17
-0.01 -0.05 0.06
-0.05 0.04 0.04
0.01 0.05 0.03
0.02 -0.01 0.00
0.00 0.07 0.02
-0.04 -0.05 -0.05
-0.02 0.05 0.00
-0.09 0.04 0.06
0.14 -0.19 -0.02
-0.01 0.00 0.01
0.02 -0.03 -0.04
0.01 0.04 -0.05
0.01 0.00 0.03
-0.02 0.00 0.02
0.00 -0.02 0.01
0.03 0.01 -0.11
-0.01 0.00 -0.05

Values from the calculation:
Frontier orbital gap   0.33698 Ha
HOMO level   -11.560 eV
Largest force on an atom   1.19 eV/Å
Spin multiplicity   1
Charge   +1